Below is a single N2O3S molecule at a distorted geometry, with properties calculated with the ωB97M-V functional and the def2-TZVPD basis.

The geometry in ORCA input format:
```
! wB97M-V def2-TZVPD RIJCOSX def2/J DEFGRID3
* xyz 0 1
N 2.25 0.27 0.23
N 1.24 -0.09 -0.09
O -0.81 -0.95 1.06
O -1.23 -0.60 -1.26
O -0.64 1.39 0.11
S -0.81 -0.02 -0.05
*
```

The calculation puts the HOMO-LUMO gap at 11.193 eV. The highest occupied orbital energy comes out at -0.43602 Eh. The value obtained for the energy above the lowest of the compared OMol25 structures with the same formula, charge and spin is 16.2 kcal per mole. For the electronic energy, the calculation gives -733.39209 Ha. The LUMO energy is -0.672 eV. The value obtained for the strongest force on any atom is 6.7 eV Å⁻¹.

Below is a single N2O4 molecule at a distorted geometry, with properties calculated with the ωB97M-V functional and the def2-TZVPD basis.

The geometry in ORCA input format:
```
! wB97M-V def2-TZVPD RIJCOSX def2/J DEFGRID3
* xyz 0 1
N 0.16 -1.33 -0.83
N 0.07 1.07 0.39
O 1.12 1.26 -0.03
O -0.13 -2.38 -0.57
O -0.79 1.69 0.87
O -0.43 -0.32 0.17
*
```

The calculation puts the HOMO-LUMO gap at 10.347 eV. The highest occupied orbital energy comes out at -0.40775 Eh. The value obtained for the energy above the lowest of the compared OMol25 structures with the same formula, charge and spin is 14.2 kcal per mole. For the electronic energy, the calculation gives -410.22409 Ha. The LUMO energy is -0.748 eV. The value obtained for the strongest force on any atom is 5.1 eV Å⁻¹.

Below is a molecular structure, N2O6 at a distorted geometry, with properties calculated with the ωB97M-V functional and the def2-TZVPD basis.

The geometry in ORCA input format:
```
! wB97M-V def2-TZVPD RIJCOSX def2/J DEFGRID3
* xyz 0 1
N 1.54 -0.05 -0.08
N -1.58 0.05 -0.09
O 1.19 0.80 -0.82
O 2.58 -0.63 -0.01
O -1.31 -0.82 -0.78
O -2.40 0.84 -0.03
O 0.70 -0.54 0.83
O -0.71 0.35 0.98
*
```

The calculation puts the HOMO-LUMO gap at 9.914 eV. The highest occupied orbital energy comes out at -0.45350 Eh. The value obtained for the energy above the lowest of the compared OMol25 structures with the same formula, charge and spin is 26.9 kcal per mole. For the electronic energy, the calculation gives -560.55396 Ha. The LUMO energy is -2.427 eV. The value obtained for the strongest force on any atom is 4.8 eV Å⁻¹.

Copy entry 3 word for word.
Below is a molecular structure, N2O6 at a distorted geometry, with properties calculated with the ωB97M-V functional and the def2-TZVPD basis.

The geometry in ORCA input format:
```
! wB97M-V def2-TZVPD RIJCOSX def2/J DEFGRID3
* xyz 0 1
N 1.54 -0.05 -0.08
N -1.58 0.05 -0.09
O 1.19 0.80 -0.82
O 2.58 -0.63 -0.01
O -1.31 -0.82 -0.78
O -2.40 0.84 -0.03
O 0.70 -0.54 0.83
O -0.71 0.35 0.98
*
```

The calculation puts the HOMO-LUMO gap at 9.914 eV. The highest occupied orbital energy comes out at -0.45350 Eh. The value obtained for the energy above the lowest of the compared OMol25 structures with the same formula, charge and spin is 26.9 kcal per mole. For the electronic energy, the calculation gives -560.55396 Ha. The LUMO energy is -2.427 eV. The value obtained for the strongest force on any atom is 4.8 eV Å⁻¹.